Formula: C58H143AlB3N9O26
Source: OMol25
Level of theory: the ωB97M-V functional and the def2-TZVPD basis

Each line ends with the Löwdin charge.
CARTESIAN COORDINATES (ANGSTROEM)
Al  -2.332  0.677  -2.528  1.434
B  -3.307  1.371  -5.230  -0.373
H  -3.683  1.625  -6.209  0.019
H  -3.535  2.189  -4.565  -0.063
H  -3.785  0.487  -4.839  -0.057
H  -2.231  1.318  -5.284  -0.069
B  0.190  -0.431  -1.264  -0.447
H  1.104  -0.789  -0.816  -0.009
H  -0.541  -0.355  -0.473  -0.056
H  0.352  0.540  -1.705  -0.057
H  -0.204  -1.128  -1.988  -0.066
O  -4.848  0.938  -0.645  0.083
C  -5.493  1.754  0.007  -0.301
O  -5.091  2.433  1.084  0.211
B  -6.250  3.255  1.526  -0.812
O  -7.316  3.132  0.493  0.240
C  -6.986  2.194  -0.361  -0.328
O  -7.660  1.807  -1.336  0.101
O  -5.920  4.700  1.695  0.216
C  -6.121  5.077  2.922  -0.359
O  -5.979  6.276  3.287  0.089
C  -6.647  3.888  3.721  -0.355
O  -6.589  2.848  2.922  0.206
O  -7.007  3.910  4.917  0.105
C  0.468  -7.516  6.026  -0.111
O  1.077  -6.250  6.298  -0.205
C  1.020  -5.942  7.687  -0.215
C  1.715  -4.573  7.887  -0.222
N  0.794  -3.481  7.726  -0.052
C  1.487  -2.165  7.758  -0.177
C  2.378  -1.794  6.580  -0.233
O  1.577  -1.385  5.515  -0.227
C  2.131  -1.060  4.217  -0.058
H  1.079  -8.262  6.535  0.078
H  0.578  -7.798  4.979  0.084
H  -0.533  -7.743  6.393  0.089
H  1.584  -6.724  8.196  0.113
H  0.026  -5.981  8.134  0.125
H  2.613  -4.576  7.270  0.112
H  1.944  -4.584  8.953  0.118
H  0.280  -3.575  6.862  0.100
H  1.984  -2.136  8.727  0.116
H  0.719  -1.400  7.880  0.113
H  3.008  -2.636  6.293  0.107
H  3.095  -1.002  6.796  0.121
H  1.396  -0.931  3.422  0.073
H  2.889  -1.806  3.980  0.083
H  2.469  -0.042  4.411  0.080
C  4.457  -4.758  1.420  -0.094
O  3.948  -4.468  0.101  -0.204
C  4.170  -3.103  -0.324  -0.197
C  3.699  -2.768  -1.778  -0.160
N  4.533  -3.573  -2.739  -0.063
C  3.762  -3.710  -3.918  -0.244
C  4.624  -4.351  -5.066  -0.192
O  4.666  -5.797  -5.022  -0.201
C  5.818  -6.394  -5.676  -0.101
H  4.025  -5.677  1.815  0.078
H  4.242  -4.002  2.175  0.078
H  5.499  -5.058  1.305  0.086
H  5.188  -2.733  -0.204  0.118
H  3.568  -2.503  0.358  0.094
H  3.793  -1.716  -2.047  0.106
H  2.645  -3.010  -1.913  0.099
H  4.692  -4.515  -2.413  0.110
H  3.480  -2.734  -4.315  0.109
H  2.889  -4.337  -3.736  0.120
H  5.620  -3.917  -4.980  0.111
H  4.250  -4.079  -6.053  0.108
H  5.922  -6.212  -6.746  0.076
H  5.726  -7.478  -5.607  0.082
H  6.762  -6.051  -5.254  0.080
C  0.549  -4.567  3.264  -0.054
O  -0.404  -4.197  2.185  -0.190
C  0.361  -3.868  1.005  -0.204
C  -0.588  -3.343  -0.078  -0.196
N  -1.847  -4.083  -0.268  -0.051
C  -1.643  -5.432  -0.936  -0.138
C  -2.999  -6.202  -0.897  -0.210
O  -2.884  -7.481  -1.513  -0.184
C  -4.072  -8.222  -1.377  -0.124
H  1.206  -3.734  3.513  0.067
H  1.177  -5.412  2.982  0.081
H  0.051  -4.914  4.169  0.072
H  0.894  -4.743  0.634  0.112
H  1.113  -3.132  1.290  0.112
H  -0.111  -3.111  -1.030  0.096
H  -0.877  -2.371  0.321  0.089
H  -2.229  -4.175  0.663  0.108
H  -0.914  -5.986  -0.344  0.112
H  -1.226  -5.363  -1.940  0.114
H  -3.732  -5.645  -1.482  0.099
H  -3.276  -6.316  0.151  0.127
H  -4.019  -9.049  -2.085  0.088
H  -4.946  -7.666  -1.716  0.084
H  -4.236  -8.628  -0.379  0.089
C  1.064  -1.050  -6.359  -0.081
O  0.493  0.206  -5.900  -0.180
C  1.121  0.645  -4.685  -0.214
C  1.021  2.131  -4.428  -0.170
N  -0.386  2.593  -4.238  -0.011
C  -0.510  4.054  -4.187  -0.130
C  0.552  4.806  -3.302  -0.170
O  0.581  4.357  -1.964  -0.238
C  1.491  5.072  -1.133  -0.053
H  2.072  -1.105  -6.771  0.088
H  0.387  -1.518  -7.074  0.072
H  0.958  -1.689  -5.483  0.076
H  2.173  0.376  -4.592  0.119
H  0.627  0.072  -3.900  0.087
H  1.494  2.584  -5.299  0.133
H  1.697  2.384  -3.611  0.098
H  -0.791  2.280  -5.109  0.066
H  -1.506  4.344  -3.853  0.098
H  -0.468  4.334  -5.240  0.132
H  0.335  5.874  -3.273  0.126
H  1.560  4.707  -3.705  0.110
H  2.500  4.891  -1.505  0.089
H  1.538  4.607  -0.148  0.083
H  1.325  6.145  -1.031  0.100
C  -4.931  3.875  -3.123  -0.067
O  -3.785  3.455  -2.336  -0.232
C  -3.195  4.540  -1.626  -0.194
C  -2.343  4.061  -0.439  -0.172
N  -1.364  3.062  -0.748  0.023
C  -0.770  2.651  0.515  -0.190
C  -1.631  1.734  1.372  -0.192
O  -2.308  0.745  0.608  -0.242
C  -2.824  -0.269  1.454  -0.067
H  -5.627  4.379  -2.453  0.091
H  -5.485  3.007  -3.480  0.073
H  -4.799  4.516  -3.994  0.097
H  -4.007  5.113  -1.178  0.125
H  -2.629  5.241  -2.240  0.112
H  -3.093  3.804  0.309  0.117
H  -1.853  4.981  -0.116  0.138
H  -0.616  3.544  -1.226  0.054
H  -0.429  3.509  1.095  0.122
H  0.142  2.093  0.301  0.091
H  -2.357  2.420  1.807  0.115
H  -1.049  1.380  2.223  0.118
H  -3.368  -0.998  0.853  0.081
H  -3.430  0.195  2.233  0.080
H  -2.020  -0.858  1.895  0.082
C  -8.441  -1.620  5.010  -0.119
O  -7.792  -1.452  6.235  -0.206
C  -7.724  -0.086  6.706  -0.162
C  -6.727  0.729  5.880  -0.239
N  -5.367  0.339  5.814  -0.091
C  -4.497  1.023  4.904  -0.180
C  -3.038  0.595  5.211  -0.191
O  -2.908  -0.778  4.801  -0.192
C  -1.531  -1.159  4.898  -0.107
H  -8.141  -0.847  4.303  0.072
H  -9.467  -1.349  5.258  0.088
H  -8.228  -2.593  4.567  0.092
H  -7.362  -0.106  7.734  0.120
H  -8.684  0.422  6.791  0.120
H  -6.620  1.730  6.298  0.113
H  -6.962  0.845  4.822  0.098
H  -5.374  -0.654  6.000  0.120
H  -4.659  2.088  5.073  0.123
H  -4.773  0.776  3.879  0.103
H  -2.862  0.618  6.286  0.121
H  -2.309  1.229  4.706  0.107
H  -1.025  -0.670  4.066  0.055
H  -1.273  -2.205  4.739  0.084
H  -1.048  -0.787  5.802  0.077
C  -6.166  0.012  -3.866  -0.083
O  -5.216  -0.504  -2.913  -0.226
C  -5.621  -1.816  -2.541  -0.232
C  -4.599  -2.361  -1.560  -0.168
N  -3.190  -2.231  -2.033  0.032
C  -2.998  -3.136  -3.168  -0.173
C  -1.720  -2.850  -3.983  -0.215
O  -1.895  -1.568  -4.568  -0.216
C  -2.385  -1.835  -5.926  -0.056
H  -6.371  -0.602  -4.744  0.098
H  -5.853  1.015  -4.158  0.065
H  -7.127  0.209  -3.391  0.083
H  -5.710  -2.475  -3.405  0.109
H  -6.606  -1.894  -2.081  0.136
H  -4.910  -3.367  -1.279  0.125
H  -4.829  -1.715  -0.713  0.104
H  -2.702  -2.704  -1.286  0.053
H  -3.888  -3.027  -3.788  0.106
H  -2.964  -4.193  -2.902  0.105
H  -1.469  -3.725  -4.583  0.130
H  -0.872  -2.897  -3.299  0.102
H  -1.556  -2.197  -6.533  0.075
H  -2.766  -0.994  -6.506  0.085
H  -3.236  -2.516  -5.914  0.094
C  4.210  1.653  -2.424  -0.070
O  4.242  2.746  -3.381  -0.194
C  5.501  3.343  -3.575  -0.246
C  5.368  4.385  -4.677  -0.227
N  6.517  5.164  -5.154  -0.053
C  7.483  4.254  -5.755  -0.198
C  8.534  5.082  -6.573  -0.214
O  9.745  5.276  -5.888  -0.206
C  10.821  5.828  -6.622  -0.098
H  4.962  0.872  -2.539  0.089
H  3.287  1.075  -2.480  0.066
H  4.203  2.047  -1.407  0.075
H  6.246  2.632  -3.932  0.112
H  5.905  3.876  -2.715  0.131
H  4.542  4.973  -4.277  0.113
H  4.962  3.856  -5.540  0.112
H  6.109  5.689  -5.915  0.102
H  7.001  3.621  -6.500  0.108
H  7.917  3.529  -5.067  0.118
H  8.073  5.963  -7.019  0.119
H  8.844  4.409  -7.372  0.111
H  10.446  6.523  -7.372  0.084
H  11.288  4.985  -7.131  0.084
H  11.487  6.288  -5.892  0.091
C  2.663  1.237  1.096  -0.115
O  3.190  2.043  2.124  -0.170
C  2.201  2.653  2.917  -0.210
C  2.925  3.638  3.895  -0.197
N  3.515  4.665  3.112  -0.075
C  4.403  5.506  3.828  -0.262
C  3.878  6.390  4.905  -0.182
O  4.855  7.235  5.607  -0.189
C  5.814  6.517  6.393  -0.112
H  1.717  0.714  1.238  0.075
H  3.364  0.454  0.806  0.088
H  2.495  1.794  0.174  0.069
H  1.531  1.938  3.395  0.106
H  1.523  3.235  2.292  0.096
H  3.658  3.054  4.450  0.118
H  2.282  4.044  4.676  0.119
H  4.056  4.296  2.344  0.115
H  4.892  6.060  3.026  0.130
H  5.265  4.923  4.153  0.112
H  3.320  5.874  5.685  0.115
H  3.193  7.051  4.375  0.128
H  6.446  7.124  7.042  0.086
H  6.512  5.955  5.773  0.070
H  5.290  5.757  6.973  0.082

Force components x, y, z for each atom (eV/Å):
Al 0.5 0.1 -0.4
B 1.2 -0.3 2.3
H -1.7 0.8 -3.7
H -1.1 3.6 2.5
H -1.9 -4.0 1.2
H 4.0 -0.7 -0.6
B -1.6 0.7 -0.6
H 3.7 -1.5 1.5
H -2.6 0.3 3.2
H 0.9 4.2 -1.9
H -1.3 -3.0 -3.2
O -0.9 1.5 1.2
C 0.6 -1.2 -1.2
O -1.0 -0.4 -1.2
B 0.3 1.1 1.0
O 0.4 -0.5 0.7
C -1.0 -0.9 -2.6
O 2.2 0.9 3.0
O 0.4 -1.2 -1.2
C 0.0 5.3 1.3
O -0.4 -4.3 -0.7
C -0.7 0.4 3.9
O -0.7 -0.6 -0.6
O 1.1 -0.2 -3.8
C 1.5 -0.8 0.3
O -1.7 -0.3 -0.3
C 1.2 0.4 -0.4
C -1.2 -1.7 1.0
N 0.5 1.2 -0.7
C -1.0 -0.3 0.5
C 0.8 -0.1 -0.3
O -2.2 -0.4 -1.3
C 0.3 0.6 2.2
H 0.2 -0.3 0.2
H -0.3 0.6 -0.1
H -0.4 0.9 -0.1
H 0.3 -0.1 0.3
H -0.4 0.3 -0.4
H 0.2 0.2 0.0
H 0.7 0.2 0.1
H -0.1 0.1 -0.2
H 0.6 0.0 -0.2
H -0.1 0.1 -0.3
H 0.1 -0.4 -0.1
H 0.0 0.3 0.6
H -0.5 -0.7 0.4
H 0.3 0.3 -0.4
H 1.1 0.0 -0.7
C 0.0 -0.7 -1.0
O 0.2 0.5 -0.2
C -1.1 0.8 0.1
C 1.3 -2.4 0.7
N -0.4 1.2 1.1
C 0.9 -1.2 -2.6
C -0.3 -0.4 0.1
O 0.9 0.2 -0.1
C -0.6 0.3 0.3
H -0.6 0.0 -0.4
H 0.3 0.4 -0.2
H 0.4 0.7 0.4
H 0.4 -0.6 0.0
H -0.1 0.4 0.1
H 0.3 0.1 0.4
H -0.3 -0.1 0.2
H 0.0 0.0 0.7
H -0.3 0.1 0.2
H -0.5 0.1 -0.3
H 0.3 -0.1 0.1
H -0.3 0.2 -0.1
H -0.6 0.5 -0.2
H -0.1 0.1 0.4
H 0.0 0.0 0.4
C -0.8 0.0 -0.8
O 1.6 -0.4 0.9
C -0.5 -0.8 0.0
C -0.4 0.8 1.1
N 0.9 -0.8 -1.3
C -0.9 0.1 1.7
C 1.3 0.1 -0.7
O 0.3 0.4 0.4
C -0.1 -0.5 -0.9
H -0.1 0.2 0.0
H 0.1 0.0 -0.5
H -0.5 0.4 -0.2
H 0.2 -0.3 0.2
H 0.1 0.3 -0.3
H 0.2 -0.4 0.1
H -0.2 0.2 -0.3
H -0.2 -0.5 0.1
H 0.1 -0.3 0.0
H -0.2 0.4 -0.1
H -0.4 0.3 0.4
H -0.3 0.1 0.1
H 0.2 -0.2 0.2
H -0.2 0.4 0.3
H 0.1 0.2 0.2
C -1.7 -0.1 1.2
O 1.6 0.2 -1.1
C -0.8 -0.8 0.6
C -0.2 -0.2 -0.2
N 1.5 -0.9 0.7
C 0.4 0.2 0.6
C -0.2 -0.2 -0.8
O 0.0 0.3 0.4
C 0.9 -0.8 -0.1
H 0.2 0.8 0.2
H 0.0 0.5 -0.3
H 0.6 -0.5 0.1
H 0.3 0.0 -0.6
H 0.0 0.1 0.4
H -0.2 0.5 -0.3
H -0.4 0.0 0.3
H -0.9 -0.1 0.1
H -0.1 -0.3 0.1
H 0.4 0.9 0.1
H -0.3 0.2 -0.4
H 0.1 -0.1 -0.3
H 0.2 0.3 -0.3
H -0.6 0.0 0.1
H -0.4 0.0 -0.2
C -0.7 -0.5 0.8
O 0.0 0.5 -0.9
C -0.3 -0.3 0.4
C -1.9 1.0 -1.2
N -0.9 -0.9 0.9
C 1.2 -2.1 -0.4
C -1.0 1.3 -0.3
O 0.7 0.4 0.3
C 0.2 -0.1 -0.2
H 0.0 0.2 0.2
H 0.5 -0.2 0.2
H 0.9 0.1 0.1
H -0.1 0.3 0.1
H 0.1 -0.2 -0.6
H 0.5 -0.6 0.3
H 0.2 0.2 0.4
H 0.1 -0.3 -0.9
H -0.3 0.3 0.3
H 0.1 0.0 -0.4
H -0.7 -0.3 0.4
H 0.2 -0.6 -0.2
H -0.4 0.4 -0.1
H -0.2 -0.3 0.0
H 0.3 0.2 0.3
C -0.4 1.6 0.1
O 1.0 0.3 1.3
C 1.5 -0.5 -0.6
C -0.2 2.1 -0.8
N 0.3 -2.1 2.6
C 0.5 -1.2 0.8
C -1.3 -0.6 -0.4
O 0.7 -0.2 0.3
C 0.1 0.9 -0.7
H 0.3 0.0 -0.3
H -0.7 -0.8 -0.8
H -0.4 0.0 0.4
H 0.2 -0.5 0.0
H -0.3 -0.1 -0.6
H -1.2 0.4 0.0
H -1.4 0.3 -0.1
H 1.3 -0.2 -0.9
H 0.2 0.2 -0.1
H 0.3 0.2 -0.5
H 0.0 0.3 0.1
H 0.1 0.1 -0.3
H 0.4 0.3 -0.2
H -0.9 -0.2 0.3
H -0.2 -0.2 0.3
C -0.3 1.2 0.7
O -1.2 -0.8 -1.1
C 0.8 -0.3 -0.3
C -0.9 1.5 -0.2
N -1.2 -0.1 0.1
C 0.2 0.1 -1.1
C -0.8 0.0 2.1
O 0.2 -0.8 -1.8
C 0.1 0.6 -0.1
H 0.6 -0.3 0.0
H 0.4 -0.4 -0.2
H -0.1 -0.4 0.4
H 0.1 0.1 -0.5
H -0.2 0.6 0.3
H 0.4 -0.3 -0.1
H 0.9 -0.1 0.4
H 1.1 0.2 0.8
H 0.3 0.0 -0.4
H -0.1 0.0 0.6
H -0.5 0.4 -1.1
H 0.1 0.9 0.3
H -0.1 -0.5 0.2
H 0.2 0.7 0.9
H 0.2 -0.4 0.2
C -0.3 0.5 0.0
O -0.3 -1.1 0.5
C 1.5 0.3 -0.7
C -1.5 -0.4 -0.1
N -0.4 -0.9 1.3
C 0.7 1.2 -1.1
C 0.7 -2.3 0.0
O -0.6 0.9 1.6
C -0.9 -0.8 0.0
H 0.6 0.5 -0.3
H -0.4 0.5 -0.5
H 0.4 0.1 0.1
H 0.0 -0.6 0.4
H -0.1 -0.3 0.6
H 0.2 0.9 -0.4
H -0.4 -0.3 -0.2
H 0.2 0.4 0.0
H -0.4 -0.2 -0.3
H 0.3 0.6 0.3
H 0.1 0.4 0.2
H -0.5 0.0 -0.8
H 0.2 0.3 0.0
H 0.5 0.2 -0.2
H 0.0 0.0 -0.3
C 0.2 -0.3 -1.2
O -0.2 -0.6 0.2
C -0.1 1.3 0.7
C -0.7 -1.9 -0.5
N -1.0 0.6 -0.4
C 2.9 -0.1 -0.7
C 0.0 1.2 0.9
O 0.0 -0.4 -0.7
C -0.5 -0.9 -0.8
H -0.2 0.1 0.9
H 0.3 0.1 0.3
H 0.0 0.5 -0.1
H 0.3 -0.4 0.4
H 0.0 0.4 -0.3
H 0.5 -0.3 0.1
H -0.4 0.1 -0.4
H -0.3 -0.4 -0.1
H -0.1 1.0 0.2
H 0.2 -0.4 0.9
H -0.1 -0.4 -0.1
H -0.1 0.4 0.5
H -0.6 0.6 -0.1
H 0.1 0.0 -0.3
H 0.0 0.0 0.4

Results
* total energy: -137715.8755 eV